# 1
Entry from the Open Molecules 2025 dataset: 12 unconnected molecules or ions with the total composition C44H102N10O10 (ωB97M-V/def2-TZVPD).

The geometry in ORCA input format:
```
! RIJCOSX wB97M-V def2-TZVPD def2/J DEFGRID3
* xyz 0 1
C -0.17359 19.73591 -14.12047
C 0.42559 18.56076 -13.30725
N 0.73438 17.36832 -14.14498
C 1.22200 16.16932 -13.49291
C 0.17325 15.71021 -12.37881
C 1.30867 17.52167 -15.52049
C 2.75986 18.03276 -15.43740
H 0.22058 19.98142 -15.10661
H 0.11504 20.60414 -13.52805
H -1.23448 19.64631 -14.35410
H 1.41339 18.68736 -12.86416
H -0.24742 18.27450 -12.49902
H 1.24154 15.36937 -14.23304
H 2.19331 16.37865 -13.04477
H 0.57861 16.21884 -11.50412
H -0.77391 16.16791 -12.66431
H 0.07388 14.62486 -12.36337
H 0.70047 18.21729 -16.09867
H 1.24540 16.53582 -15.98113
H 3.12182 18.69197 -16.22640
H 3.53493 17.29067 -15.24587
H 2.85921 18.72876 -14.60445
C 6.03596 17.07104 -11.75453
C 4.94602 16.22763 -11.11888
N 5.30397 14.86704 -10.75379
C 4.37907 14.13836 -9.89478
C 3.07531 13.78376 -10.62175
C 5.71579 14.08967 -11.90589
C 6.44938 12.76405 -11.64381
H 6.97040 16.92586 -11.21246
H 5.72619 18.11111 -11.65247
H 6.16971 16.72581 -12.77972
H 4.63693 16.74282 -10.20941
H 4.08083 16.35490 -11.76953
H 4.96245 13.32808 -9.45751
H 4.15189 14.73085 -9.00853
H 3.10243 12.82279 -11.13548
H 2.33755 13.81193 -9.81987
H 2.58900 14.55933 -11.21344
H 6.38826 14.58975 -12.60289
H 4.82285 14.12880 -12.52979
H 5.78538 12.06046 -11.14165
H 7.21477 13.08635 -10.93784
H 7.02599 12.39439 -12.49174
C 6.27330 14.59444 -18.94511
C 4.94301 14.28795 -18.22314
N 4.27802 13.07483 -18.69325
C 3.09877 12.74114 -17.95988
C 2.00004 13.80643 -18.13958
C 5.17893 11.91570 -18.60848
C 4.56857 10.64916 -19.32160
H 6.57381 15.64184 -18.97231
H 6.16215 14.64554 -20.02823
H 7.15300 13.98058 -18.75177
H 5.23150 14.35141 -17.17393
H 4.20842 15.09137 -18.16829
H 3.36761 12.56160 -16.91893
H 2.73611 11.78948 -18.34838
H 2.15502 14.62995 -17.44254
H 1.01504 13.37414 -17.96350
H 2.10441 14.29939 -19.10613
H 6.09517 12.19016 -19.13124
H 5.48644 11.77699 -17.57199
H 3.83855 10.84362 -20.10732
H 5.36456 9.92744 -19.50495
H 3.95453 10.04363 -18.65497
C 2.26354 20.14369 -5.75194
C 3.42025 19.59218 -6.42174
N 3.24384 18.95195 -7.69669
C 2.60820 17.62700 -7.51111
C 3.12939 16.71376 -6.36666
C 2.53139 19.81718 -8.73937
C 2.84442 19.22553 -10.06692
H 2.36024 20.47169 -4.71697
H 1.53317 19.35016 -5.59390
H 1.79846 20.89122 -6.39458
H 4.06562 20.44001 -6.65150
H 4.08728 19.07086 -5.73517
H 1.55795 17.82977 -7.30144
H 2.54740 17.06841 -8.44512
H 4.21388 16.60936 -6.39968
H 2.63802 17.00878 -5.43950
H 2.64942 15.75738 -6.57420
H 2.81813 20.86043 -8.60700
H 1.45788 19.65545 -8.64183
H 2.33675 19.92343 -10.73274
H 2.37175 18.27071 -10.29719
H 3.89431 19.26904 -10.35663
O -0.79254 20.05030 -9.83432
C -1.77564 19.61685 -10.45365
C -2.61555 18.38050 -10.05516
C -3.89404 18.42467 -10.93100
C -3.40863 19.31835 -12.04421
O -2.37977 20.16024 -11.41713
H -1.89061 17.58982 -10.24849
H -2.66095 18.27660 -8.97107
H -4.07022 17.41786 -11.30967
H -4.72090 18.89695 -10.40056
H -2.83381 18.90190 -12.87141
H -4.19800 19.89421 -12.52730
O 0.33034 23.26088 -14.60191
C 0.75544 23.25793 -13.48969
C -0.16821 23.37816 -12.27740
C 0.96342 23.12747 -11.17657
C 2.33035 23.17458 -11.83822
O 2.00457 23.13102 -13.19849
H -0.61366 24.37203 -12.23386
H -0.92541 22.60912 -12.12469
H 0.91799 23.91745 -10.42691
H 0.78591 22.31428 -10.47279
H 2.78196 24.13530 -11.59092
H 3.00743 22.38205 -11.51952
C -3.88872 15.32018 -17.99544
C -2.97543 15.32777 -16.75536
N -1.71491 15.79413 -16.83405
O -3.28882 14.91434 -15.60452
H -3.47298 15.83007 -18.86451
H -4.74077 15.89254 -17.62866
H -4.32107 14.33840 -18.18854
H -1.21622 15.91544 -17.70393
H -1.05945 15.66695 -16.07624
C -2.66056 12.41480 -12.28528
C -2.44669 11.23750 -11.28362
N -2.55309 9.95587 -11.69044
O -2.12151 11.49859 -10.15343
H -2.58179 12.06061 -13.31311
H -2.16517 13.37505 -12.14168
H -3.67856 12.79022 -12.18123
H -2.36326 9.30832 -10.93895
H -2.88631 9.64115 -12.59044
C 5.32593 19.05084 -19.76428
C 4.50136 17.98988 -19.12864
N 4.80566 17.57392 -17.94471
O 3.58248 17.39010 -19.69256
H 6.07105 18.56969 -20.39783
H 5.85279 19.68961 -19.05541
H 4.70543 19.68234 -20.40011
H 4.11779 17.03764 -17.43546
H 5.55350 18.01304 -17.42703
C 2.81540 23.40254 -16.73534
C 2.23771 22.12694 -17.31873
N 1.01935 21.79200 -16.93188
O 2.85596 21.29650 -17.98738
H 2.00231 24.02219 -16.35715
H 3.31392 23.84468 -17.59794
H 3.52062 23.17048 -15.93727
H 0.61683 22.35295 -16.19472
H 0.51400 21.00048 -17.30369
C -2.62617 19.35435 -17.51320
C -3.07695 19.07779 -18.96140
N -3.31945 20.14824 -19.67059
O -3.07906 17.94894 -19.46799
H -1.94679 18.73881 -16.92358
H -3.56309 19.46600 -16.96748
H -2.17835 20.34790 -17.53348
H -3.41480 20.09999 -20.67492
H -3.14056 21.04446 -19.24060
C 0.60915 12.01452 -12.53721
C 0.89356 10.70236 -13.15860
N 1.78284 9.95065 -12.55465
O 0.40789 10.44764 -14.28714
H 0.43571 12.04141 -11.46143
H -0.13807 12.59093 -13.08266
H 1.53869 12.56452 -12.68396
H 1.79794 10.16330 -11.56741
H 2.01544 9.03668 -12.91611
*
```

Summary:
Highest occupied orbital energy: -0.2895 hartree
Electronic energy: -3037.5404 Ha
SMILES: CCN(CC)CC.CCN(CC)CC.CCN(CC)CC.CCN(CC)CC.O=C1CCCO1.O=C1CCCO1.CC(N)=O.CC(N)=O.CC(N)=O.CC(N)=O.CC(N)=O.CC(N)=O
E_LUMO: 0.36 eV

These are the Löwdin partial charges, in e, on atoms 1 to 6: -0.04, -0.19, -0.22, -0.23, -0.05, -0.21

***

# 2
Entry from the Open Molecules 2025 dataset: 2 unconnected molecules or ions with the total composition C19H35N2O2 (ωB97M-V/def2-TZVPD).

The geometry in ORCA input format:
```
! RIJCOSX wB97M-V def2-TZVPD def2/J DEFGRID3
* xyz 1 1
C 2.56283 1.47062 0.24227
C 2.27651 1.29450 -1.28691
C 0.90677 1.92676 -1.61953
C -0.29565 0.97789 -1.46523
C -0.53064 0.21146 -2.78182
C -1.57007 -0.94247 -2.72425
C -1.68562 -1.67948 -1.37977
N -1.40483 -0.81756 -0.19483
C -0.16252 -0.01935 -0.31198
O 3.28673 1.99667 -1.99709
C 4.06469 1.15235 -2.83433
C 4.85988 0.07750 -2.12480
C 5.41827 0.21214 -0.87853
C 6.15261 -0.80571 -0.33757
C 6.36166 -1.97614 -1.01046
C 5.78346 -2.12431 -2.24952
C 5.04974 -1.10824 -2.79509
H 1.70397 1.92825 0.73269
H 2.81964 0.49117 0.65433
H 3.42638 2.12176 0.34362
H 2.22787 0.23650 -1.56991
H 0.94602 2.20984 -2.67765
H 0.79412 2.86655 -1.07556
H -1.18529 1.58541 -1.24963
H -0.92502 0.94266 -3.49180
H 0.41516 -0.13245 -3.20946
H -2.54175 -0.59818 -3.07834
H -1.23845 -1.69177 -3.44519
H -2.72300 -2.00832 -1.28207
H -1.09441 -2.59368 -1.37465
H -2.23646 -0.25942 0.02583
H -1.27621 -1.44525 0.60319
H -0.02000 0.54420 0.61332
H 0.72508 -0.64607 -0.40368
H 4.77866 1.80716 -3.34440
H 3.45632 0.70664 -3.63377
H 5.29059 1.12749 -0.31356
H 6.61693 -0.69613 0.63705
H 6.96735 -2.76556 -0.58526
H 5.92427 -3.03083 -2.82893
H 4.59772 -1.22871 -3.77558
C -5.14817 -0.52615 4.95186
C -4.35789 0.66445 4.41943
C -4.79497 1.11319 3.01611
O -4.31875 0.29070 1.95417
C -5.10684 -0.86390 1.70096
N -2.92656 0.34678 4.47641
H -4.85995 -1.46282 4.47322
H -4.97115 -0.64661 6.01993
H -6.22060 -0.38279 4.80674
H -4.54253 1.50420 5.09427
H -4.36603 2.10107 2.82991
H -5.88263 1.22624 2.95174
H -6.17231 -0.68259 1.85216
H -4.77689 -1.69536 2.32770
H -4.95289 -1.15301 0.65838
H -2.39236 1.17056 4.21046
H -2.73285 -0.32185 3.73535
*
```

Summary:
Highest occupied orbital energy: -0.4188 hartree
Electronic energy: -1004.6820 Ha
E_LUMO: -3.04 eV

These are the Löwdin partial charges, in e, on atoms 1 to 6: -0.02, -0.38, -0.10, -0.29, -0.14, -0.13

***

# 3
Entry from the Open Molecules 2025 dataset: 2 unconnected molecules or ions with the total composition C4H13NO2 (ωB97M-V/def2-TZVPD).

The geometry in ORCA input format:
```
! RIJCOSX wB97M-V def2-TZVPD def2/J DEFGRID3
* xyz 0 1
C -0.73053 -0.64140 -1.96498
C -0.48381 0.80299 -1.47935
C -0.17911 0.77239 0.06418
N -1.24095 1.74897 0.50574
C 1.25148 1.15101 0.44242
O 1.33519 0.82939 1.83666
H -0.69059 -0.57738 -3.06744
H -1.77132 -1.12866 -1.59326
H 0.09863 -1.38662 -1.57209
H -1.31579 1.34503 -1.58106
H 0.46708 1.25634 -2.04649
H -0.42245 -0.29157 0.47057
H -0.82661 2.71446 0.73146
H -1.59934 1.48240 1.45877
H 1.35380 2.25974 0.43870
H 2.01267 0.60642 -0.02899
H 1.43654 -0.11679 1.99466
O 0.26412 -3.28795 1.71620
H 0.45018 -3.99568 1.13556
H 0.59082 -3.54309 2.53875
*
```

Summary:
Energy above the lowest of the compared OMol25 structures with the same formula, charge and spin: 201.01 kJ/mol
Highest occupied orbital energy: -0.3331 hartree
Electronic energy: -365.3659 Ha
SMILES: CC[C@H](N)CO.O
E_LUMO: 0.58 eV

These are the Löwdin partial charges, in e, on atoms 1 to 6: -0.14, -0.24, -0.38, 0.00, -0.22, -0.10